1.
{"formula": "C5H7NO", "method": "ωB97M-V/def2-TZVPD", "e_above_lowest_ev": 3.6504, "orbital_gap_ev": 10.54, "energy_ha": -324.5903, "elements": ["O", "C", "C", "C", "N", "C", "C", "H", "H", "H", "H", "H", "H", "H"], "positions_angstrom": [[1.1285, 0.5028, -1.5260], [0.2684, 0.1888, -0.4573], [-0.8130, -0.8468, -0.8818], [-1.1185, -1.5816, 0.3442], [-0.7906, -1.6298, 1.4593], [-0.1364, 1.3228, 0.4235], [0.7071, 0.1959, 1.0117], [1.8785, -0.1060, -1.5170], [-1.7078, -0.3813, -1.3032], [-0.4047, -1.5224, -1.6395], [0.3159, 2.2970, 0.2258], [-1.1884, 1.3766, 0.7055], [0.1710, -0.6444, 1.9067], [1.7652, 0.4103, 1.1606]], "forces_ev_per_a": [[0.21, -0.20, 0.44], [-0.28, -0.24, 0.66], [-0.10, -0.03, -0.08], [0.51, 0.30, 0.63], [-2.35, -2.38, -0.38], [-0.07, -0.06, 0.17], [0.02, -0.33, 1.05], [-0.11, 0.06, 0.00], [0.13, 0.02, 0.03], [-0.01, 0.10, 0.10], [-0.03, -0.35, 0.09], [0.20, -0.08, 0.01], [2.08, 3.05, -2.72], [-0.19, 0.13, 0.00]]}



2.
{"formula": "C3H9NO2S", "method": "ωB97M-V/def2-TZVPD", "smiles": "NC(=O)CCS.O", "e_above_lowest_ev": 1.1898, "orbital_gap_ev": 9.99, "energy_ha": -723.1246, "elements": ["N", "C", "O", "C", "C", "S", "H", "H", "H", "H", "H", "H", "H", "O", "H", "H"], "positions_angstrom": [[1.3792, 0.7692, -0.3086], [1.2319, 0.6211, 1.0704], [1.9798, 1.1840, 1.8252], [0.0391, -0.1799, 1.4671], [-0.4934, -1.2991, 0.6026], [-1.8977, -2.1402, 1.3836], [1.2873, -0.1445, -0.7054], [1.9475, 1.4996, -0.7164], [0.2428, -0.6687, 2.4249], [-0.7061, 0.5953, 1.6745], [0.2456, -2.1032, 0.5127], [-0.7279, -1.0578, -0.4349], [-2.8971, -1.3497, 0.9466], [-0.0188, 2.7598, -5.7241], [-0.5455, 1.9616, -5.8568], [0.7703, 2.6787, -6.2326]], "forces_ev_per_a": [[-0.95, -0.48, 0.69], [1.27, 0.83, -1.53], [-0.24, 0.28, 0.97], [-0.23, -0.40, 1.22], [0.09, -0.43, -0.68], [-0.30, -0.05, -0.12], [0.03, 0.19, -1.23], [0.33, -0.59, 0.31], [0.11, 0.45, 0.09], [-0.23, -0.23, -0.11], [0.07, 0.12, 0.18], [-0.22, 0.33, 0.15], [0.25, 0.00, 0.04], [-1.07, 0.11, 0.73], [0.30, 0.17, -0.10], [0.77, -0.28, -0.62]]}



3.
{"formula": "C36H32GeOPdTe", "method": "ωB97M-V/def2-TZVPD", "e_above_lowest_ev": 0.0000, "orbital_gap_ev": [6.66, 6.66], "energy_ha": -3938.8773, "elements": ["Pd", "C", "Ge", "C", "C", "C", "C", "C", "C", "C", "C", "C", "C", "C", "C", "C", "C", "C", "C", "C", "C", "H", "H", "H", "H", "H", "H", "H", "H", "H", "H", "H", "H", "H", "H", "H", "H", "C", "C", "C", "C", "C", "C", "C", "C", "H", "H", "H", "H", "H", "C", "Te", "C", "C", "C", "C", "C", "C", "C", "H", "H", "H", "H", "H", "H", "H", "H", "C", "O", "H", "H", "H"], "positions_angstrom": [[0.1108, -0.4331, -0.1652], [-0.1490, -0.5179, -1.9652], [0.8970, 0.9199, -2.8834], [0.3812, 2.6238, -2.1161], [-0.8159, 2.7807, -1.4220], [-1.1425, 4.0078, -0.8596], [-0.2807, 5.0864, -0.9900], [0.9059, 4.9445, -1.6926], [1.2338, 3.7195, -2.2532], [2.7286, 0.4573, -2.3978], [3.3565, -0.6482, -2.9713], [4.5698, -1.1102, -2.4778], [5.1688, -0.4704, -1.4007], [4.5543, 0.6312, -0.8219], [3.3399, 1.0894, -1.3154], [0.5863, 0.8175, -4.8016], [-0.7213, 0.8407, -5.2861], [-0.9731, 0.7940, -6.6489], [0.0842, 0.7254, -7.5464], [1.3893, 0.7067, -7.0784], [1.6386, 0.7528, -5.7125], [-0.7389, -1.2207, -2.5544], [-1.4919, 1.9394, -1.3176], [-2.0728, 4.1185, -0.3173], [-0.5349, 6.0395, -0.5439], [1.5783, 5.7861, -1.8007], [2.1670, 3.6188, -2.7977], [2.8920, -1.1685, -3.8023], [5.0448, -1.9712, -2.9315], [6.1118, -0.8321, -1.0109], [5.0146, 1.1273, 0.0231], [2.8564, 1.9322, -0.8339], [-1.5561, 0.8990, -4.5949], [-1.9927, 0.8129, -7.0119], [-0.1105, 0.6891, -8.6105], [2.2154, 0.6583, -7.7766], [2.6632, 0.7464, -5.3588], [-1.8976, -0.6370, -0.0304], [-3.0926, -0.8365, -0.0217], [-4.5069, -1.0615, 0.0822], [-5.0535, -1.6166, 1.2415], [-6.4183, -1.8314, 1.3419], [-7.2594, -1.4971, 0.2893], [-6.7252, -0.9453, -0.8668], [-5.3607, -0.7289, -0.9717], [-4.3948, -1.8745, 2.0603], [-6.8272, -2.2617, 2.2471], [-8.3254, -1.6655, 0.3697], [-7.3747, -0.6816, -1.6917], [-4.9420, -0.2982, -1.8719], [2.0714, -3.7755, -0.4331], [1.9195, -2.0179, 0.8128], [0.4090, -3.1867, 1.7623], [0.8044, -4.6194, 1.5367], [0.3723, -5.6439, 2.3712], [0.7549, -6.9543, 2.1299], [1.5793, -7.2479, 1.0522], [2.0166, -6.2302, 0.2186], [1.6322, -4.9142, 0.4504], [3.0831, -3.9072, -0.8132], [1.3951, -3.6420, -1.2777], [-0.5382, -2.9274, 1.2860], [0.3594, -2.9114, 2.8129], [-0.2638, -5.4111, 3.2168], [0.4177, -7.7449, 2.7875], [1.8874, -8.2685, 0.8660], [2.6655, -6.4566, -0.6193], [-0.3891, 0.0486, 2.8304], [0.5737, -0.1122, 1.8236], [0.0034, -0.3119, 3.7905], [-1.3196, -0.4901, 2.6193], [-0.6451, 1.1081, 2.9575]], "forces_ev_per_a": [[-0.60, -0.52, 0.39], [0.29, 0.24, -0.14], [-0.13, -0.21, 0.00], [0.08, 0.05, 0.00], [0.01, -0.01, -0.05], [-0.07, -0.01, 0.00], [-0.08, 0.00, 0.04], [0.08, 0.00, -0.04], [0.01, 0.00, -0.02], [0.00, 0.01, 0.04], [0.01, 0.00, 0.00], [-0.02, 0.01, -0.01], [0.00, -0.01, 0.00], [0.00, 0.01, 0.00], [0.02, 0.00, -0.01], [0.06, 0.02, -0.01], [0.00, -0.03, 0.01], [0.00, 0.00, 0.00], [-0.01, 0.00, -0.01], [0.01, 0.00, 0.01], [-0.02, 0.03, -0.01], [-0.11, -0.04, 0.11], [-0.03, 0.05, 0.11], [0.01, -0.01, 0.01], [0.00, 0.00, 0.00], [0.00, 0.00, 0.00], [0.00, 0.00, 0.01], [0.00, 0.00, 0.00], [0.00, 0.00, 0.00], [0.00, 0.00, 0.00], [-0.01, 0.00, 0.00], [0.00, -0.01, -0.01], [-0.01, 0.00, 0.00], [0.00, 0.00, 0.00], [0.00, 0.00, 0.00], [0.00, 0.00, 0.00], [0.00, 0.00, 0.00], [0.38, 0.40, -0.38], [-0.02, 0.00, 0.13], [0.01, -0.02, -0.01], [-0.01, 0.00, 0.00], [0.00, 0.00, 0.00], [0.00, 0.00, 0.00], [0.00, 0.00, 0.00], [0.00, 0.00, 0.00], [0.00, 0.00, 0.00], [0.00, 0.00, 0.00], [0.00, 0.00, 0.00], [0.00, 0.00, 0.00], [0.00, 0.00, 0.00], [0.01, -0.03, 0.03], [0.11, 0.12, -0.11], [0.01, -0.01, -0.01], [0.01, 0.00, -0.01], [-0.01, 0.00, -0.01], [0.01, -0.01, 0.00], [0.00, 0.00, 0.01], [0.00, 0.00, 0.00], [0.00, 0.01, 0.00], [0.01, 0.01, 0.01], [0.02, 0.00, -0.01], [0.00, 0.00, 0.02], [0.01, 0.00, 0.00], [0.00, 0.00, 0.00], [0.00, 0.00, 0.00], [0.00, 0.00, 0.00], [0.00, 0.00, 0.00], [0.01, -0.01, -0.01], [0.00, -0.04, -0.05], [0.01, 0.01, 0.00], [0.00, -0.01, 0.02], [-0.03, 0.00, -0.01]]}